{
  "formula": "C4H6O2",
  "method": "the ωB97M-V functional and the def2-TZVPD basis",
  "homo_energy_ev": -9.1227,
  "de_lowest_kj_mol": 435.0,
  "orbital_gap_ev": 9.30,
  "species": ["O", "C", "C", "C", "C", "O", "H", "H", "H", "H", "H", "H"],
  "coordinates": [[-2.20452, 0.22005, -0.23903], [-1.38260, 1.13555, 0.20123], [1.72648, -0.11967, -0.81978], [1.14784, -1.31150, -0.74271], [-0.97081, 0.84455, 1.59953], [-1.59527, 1.24678, 2.55842], [-2.48570, 0.47532, -1.13296], [2.77072, 0.02907, -0.55008], [1.16234, 0.75470, -1.14008], [1.69825, -2.18542, -0.40576], [0.10671, -1.45658, -1.02383], [0.02655, 0.36715, 1.69505]],
  "mulliken_charge": [-0.31, -0.27, -0.52, -0.39, 0.32, -0.47, 0.43, 0.22, 0.27, 0.23, 0.21, 0.29]
}

{
  "formula": "H22NeO11",
  "method": "the ωB97M-V functional and the def2-TZVPD basis",
  "homo_energy_ev": -10.0382,
  "de_lowest_kj_mol": 36.9,
  "orbital_gap_ev": 9.78,
  "species": ["Ne", "O", "H", "H", "O", "H", "H", "O", "H", "H", "O", "H", "H", "O", "H", "H", "O", "H", "H", "O", "H", "H", "O", "H", "H", "O", "H", "H", "O", "H", "H", "O", "H", "H"],
  "coordinates": [[-0.27300, 0.05892, -0.16825], [-0.56942, 0.26890, 2.58118], [-0.28339, 1.08991, 2.18072], [-0.72231, 0.49040, 3.49975], [1.25655, -1.79174, 2.25617], [0.65642, -1.04779, 2.20485], [1.77646, -1.62685, 3.04277], [0.30188, -2.14012, -2.18517], [0.65444, -2.53736, -1.38883], [0.81257, -1.33872, -2.29998], [0.31581, 2.74307, 0.96195], [1.11716, 2.23192, 1.07500], [0.04680, 2.57119, 0.05955], [-0.11654, 2.30275, -1.66793], [-0.11548, 2.87773, -2.43320], [0.39564, 1.54103, -1.93938], [-3.34602, 2.09152, -0.14870], [-3.15094, 2.22931, -1.07562], [-3.01075, 1.21490, 0.03937], [2.61162, 1.10688, 1.20516], [3.23742, 1.24568, 0.49429], [3.04870, 0.49049, 1.79274], [1.86229, -3.15017, -0.13403], [1.87973, -4.07039, 0.12889], [1.79686, -2.66651, 0.68938], [1.61335, 0.48475, -2.87928], [2.56795, 0.50163, -2.94783], [1.31196, 0.30421, -3.76967], [-2.69063, -1.40662, -1.56842], [-1.75214, -1.59472, -1.55906], [-2.86233, -0.99984, -0.71914], [-2.90461, -0.67901, 1.23462], [-3.45633, -0.26326, 1.89718], [-2.00972, -0.53210, 1.54092]],
  "mulliken_charge": [0.04, -0.67, 0.37, 0.23, -0.68, 0.39, 0.29, -0.67, 0.41, 0.32, -0.70, 0.36, 0.43, -0.63, 0.26, 0.36, -0.65, 0.32, 0.35, -0.60, 0.27, 0.27, -0.68, 0.31, 0.39, -0.69, 0.27, 0.32, -0.66, 0.36, 0.31, -0.64, 0.28, 0.36]
}

{
  "formula": "C4H7NO2",
  "method": "the ωB97M-V functional and the def2-TZVPD basis",
  "homo_energy_ev": -8.7448,
  "de_lowest_kj_mol": 51.4,
  "smiles": "C=C(O)CC(N)=O",
  "orbital_gap_ev": 9.43,
  "species": ["C", "C", "O", "C", "C", "N", "O", "H", "H", "H", "H", "H", "H", "H"],
  "coordinates": [[0.63029, 2.08260, -0.56266], [0.56422, 0.77159, -0.75622], [0.46086, 0.24089, -1.99548], [0.62764, -0.22314, 0.38921], [-0.51681, -1.20658, 0.25662], [-1.35822, -1.27942, 1.30482], [-0.67107, -1.87805, -0.74769], [0.59676, 2.76017, -1.39484], [0.74480, 2.50138, 0.41862], [0.15820, -0.68586, -1.91830], [0.61451, 0.29592, 1.34509], [1.56150, -0.78692, 0.29939], [-2.15285, -1.89569, 1.24508], [-1.25985, -0.69689, 2.11635]],
  "mulliken_charge": [-1.02, 0.66, -0.57, -0.67, 0.71, -0.37, -0.69, 0.29, 0.26, 0.41, 0.28, 0.28, 0.24, 0.19]
}

{
  "formula": "C2H5FN2",
  "method": "the ωB97M-V functional and the def2-TZVPD basis",
  "homo_energy_ev": -9.0118,
  "de_lowest_kj_mol": 405.6,
  "orbital_gap_ev": 9.64,
  "species": ["C", "C", "N", "N", "F", "H", "H", "H", "H", "H"],
  "coordinates": [[0.39381, 1.44841, -1.43664], [-0.23809, -1.12158, 0.91064], [0.09924, 0.36700, -0.88592], [0.53897, -0.41255, -0.09059], [1.83141, 0.23349, 0.74311], [-0.03377, 1.45649, -2.47689], [1.00764, 2.15131, -0.93602], [0.23802, -1.88648, 1.62639], [-0.75782, -0.38374, 1.60174], [-1.20270, -1.58445, 0.35301]],
  "mulliken_charge": [-0.34, -0.58, -0.17, 0.24, -0.48, 0.22, 0.30, 0.26, 0.28, 0.27]
}

{
  "formula": "C15H17AlNO4",
  "method": "the ωB97M-V functional and the def2-TZVPD basis",
  "homo_energy_ev": -18.9124,
  "charge": 3,
  "de_lowest_kj_mol": 0.0,
  "orbital_gap_ev": 5.74,
  "species": ["Al", "C", "O", "C", "O", "C", "O", "C", "O", "C", "H", "H", "C", "H", "H", "C", "N", "C", "C", "C", "C", "C", "C", "C", "C", "H", "H", "H", "H", "H", "H", "H", "H", "H", "H", "H", "H", "H"],
  "coordinates": [[0.48718, 1.02683, 0.12463], [-0.46093, -0.84335, -0.14426], [-1.03428, -1.84394, -0.26995], [0.50128, 0.21828, -2.06385], [0.40950, -0.11892, -3.16645], [2.16946, -0.39701, 0.21654], [2.75280, -1.38749, 0.22253], [-1.52548, 1.54046, -0.52751], [-2.58960, 1.39621, -0.88722], [1.31591, 2.90061, 0.01778], [0.65847, 3.79384, 0.15032], [2.25617, 2.95118, 0.61420], [1.30564, 2.38158, -1.34041], [2.27374, 2.22847, -1.84999], [0.54203, 2.81820, -1.99720], [-2.49589, -1.46789, 3.07806], [-1.23974, -2.05672, 3.65700], [-1.34392, -3.53882, 3.66074], [0.03567, -1.55651, 2.98214], [0.05821, -0.06703, 3.11697], [0.00584, 0.33995, 4.47642], [-0.20575, 1.68067, 4.79907], [-0.32592, 2.61799, 3.77558], [-0.27183, 2.21712, 2.44288], [0.02624, 0.88755, 2.10395], [-2.40483, -1.52582, 1.98594], [-2.60533, -0.43550, 3.43426], [-3.32448, -2.09583, 3.44305], [-1.19310, -1.75807, 4.65116], [-1.37828, -3.87776, 2.61917], [-0.47651, -3.95436, 4.18004], [-2.26475, -3.81432, 4.19469], [0.83849, -2.03189, 3.58227], [0.06834, -1.93128, 1.95968], [0.11406, -0.40950, 5.28037], [-0.27081, 1.99086, 5.84620], [-0.44487, 3.68968, 3.94615], [-0.41520, 2.98643, 1.67310]],
  "mulliken_charge": [0.21, 0.24, -0.16, 0.37, -0.12, 0.41, -0.10, 0.43, -0.08, -0.34, 0.43, 0.42, -0.63, 0.45, 0.44, -0.57, -0.10, -0.82, -0.88, 1.04, -0.77, -0.90, -1.11, -0.93, 1.21, 0.20, 0.29, 0.40, 0.44, 0.38, 0.37, 0.39, 0.32, 0.37, 0.50, 0.47, 0.44, 0.29]
}

{
  "formula": "C4H8O",
  "method": "the ωB97M-V functional and the def2-TZVPD basis",
  "homo_energy_ev": -7.8572,
  "de_lowest_kj_mol": 640.7,
  "orbital_gap_ev": 7.50,
  "species": ["C", "C", "C", "C", "O", "H", "H", "H", "H", "H", "H", "H", "H"],
  "coordinates": [[-0.83375, 1.12870, 0.29118], [0.97602, -0.31069, -1.07937], [0.09476, -0.27738, 0.13466], [-0.32768, -1.36829, 0.78544], [0.67007, 1.15859, 1.06178], [-0.94041, 1.41368, -0.75560], [-1.70346, 0.79313, 0.84728], [-0.59726, 2.10892, 0.75729], [1.52605, -1.25196, -1.10832], [1.69757, 0.50495, -1.06530], [0.38000, -0.23661, -1.99380], [0.05168, -2.33709, 0.48912], [-0.99358, -1.32593, 1.63563]],
  "mulliken_charge": [-0.96, -1.22, 1.16, -1.07, -0.43, 0.30, 0.35, 0.37, 0.37, 0.33, 0.28, 0.25, 0.27]
}